1.
Entry from OMol25: a molecular structure, C28H31N8O4OsPS2 (ωB97M-V/def2-TZVPD).

Computed properties:
LUMO (alpha / beta) ... -0.124 / -0.173 hartree
Relative energy (zero: lowest compared OMol25 entry of this formula, charge and spin) ... 5.6 kcal per mole

Structure (ORCA input):
```
! wB97M-V def2-TZVPD RIJCOSX def2/J DEFGRID3
* xyz 1 6
Os 0.20 -2.15 -1.13
O -4.50 -0.61 0.42
C -4.28 -1.60 1.32
C -4.92 -1.52 2.55
C -4.74 -2.51 3.50
C -3.91 -3.60 3.23
C -3.25 -3.67 2.03
C -3.41 -2.68 1.06
C -2.55 -2.70 -0.13
O -1.46 -3.36 -0.12
N -2.95 -1.96 -1.18
N -1.96 -1.83 -2.06
C -2.09 -1.48 -3.28
C -0.86 -1.48 -4.07
C -0.76 -0.93 -5.33
C 0.44 -1.04 -6.02
C 1.49 -1.74 -5.45
C 1.32 -2.25 -4.17
N 0.19 -2.11 -3.49
H -4.12 -0.90 -0.43
H -5.56 -0.67 2.74
H -5.27 -2.45 4.44
H -3.79 -4.38 3.97
H -2.59 -4.50 1.81
H -3.04 -1.24 -3.73
H -1.61 -0.42 -5.77
H 0.55 -0.59 -7.00
H 2.43 -1.88 -5.97
H 2.12 -2.79 -3.67
C 6.18 -2.29 -2.39
C 5.67 -1.43 -1.26
O 4.35 -0.94 -1.61
P 3.05 -1.04 -0.74
S 1.67 0.17 -1.53
S 2.42 -3.00 -0.64
O 3.56 -0.56 0.68
C 2.71 -0.09 1.76
C 3.46 0.98 2.50
H 7.18 -2.65 -2.15
H 6.23 -1.71 -3.31
H 5.53 -3.15 -2.55
H 6.29 -0.55 -1.12
H 5.63 -1.98 -0.32
H 2.50 -0.94 2.41
H 1.78 0.29 1.34
H 4.43 0.61 2.83
H 2.89 1.29 3.38
H 3.62 1.86 1.87
C -1.55 1.28 -0.63
C -1.25 0.46 0.57
N -0.72 -0.75 0.57
C -0.65 -1.17 1.88
C -1.16 -0.20 2.68
N -1.57 0.81 1.84
C -2.07 2.10 2.30
N -1.02 3.06 2.52
N -0.22 2.93 3.60
N 0.67 3.84 3.58
C 0.49 4.62 2.46
C 1.19 5.73 1.99
C 0.75 6.31 0.82
C -0.36 5.80 0.13
C -1.07 4.71 0.58
C -0.61 4.12 1.76
H -1.31 0.70 -1.52
H -0.95 2.19 -0.65
H -2.61 1.55 -0.65
H -0.27 -2.15 2.14
H -1.29 -0.15 3.75
H -2.57 1.93 3.25
H -2.77 2.51 1.58
H 2.03 6.14 2.55
H 1.25 7.18 0.43
H -0.68 6.29 -0.79
H -1.94 4.34 0.05
*
```

Mulliken atomic charge list, values in e, 2 entries: 1.608 -0.712



2.
Entry from OMol25: a molecular structure, C28H32Al2B2Br5CaFI2NO20 (ωB97M-V/def2-TZVPD).

Computed properties:
LUMO ... -0.312 hartree
Relative energy (zero: lowest compared OMol25 entry of this formula, charge and spin) ... 119.3 kcal per mole

Structure (ORCA input):
```
! wB97M-V def2-TZVPD RIJCOSX def2/J DEFGRID3
* xyz 1 1
C 3.75 -5.25 0.11
C 2.81 -4.15 0.77
I 1.05 -5.18 1.49
C 2.52 -2.94 -0.21
C 1.23 -2.14 0.19
C 1.27 -1.06 1.23
B 2.65 -0.65 1.94
O 2.97 0.73 2.03
O 3.58 -1.55 2.49
C -0.01 -0.38 1.59
C -0.10 0.75 2.68
C -0.34 2.19 2.05
O -1.23 2.88 2.36
Br 0.96 2.73 0.67
C -1.29 -0.78 0.88
C -2.67 -0.11 1.23
O -3.40 -1.04 2.03
C -4.80 -1.01 1.76
O -5.48 -2.12 2.30
C -4.94 -3.35 1.88
C -4.45 -4.28 3.08
O -3.02 -4.39 3.09
C -1.28 -1.82 -0.16
C -0.01 -2.51 -0.49
C -0.30 -3.59 -1.57
O 0.42 -4.45 -1.96
N -1.67 -3.29 -1.95
C -1.95 -2.79 -3.32
C -0.68 -2.78 -4.32
C 0.29 -1.58 -4.14
I -0.68 0.34 -4.19
C -2.41 -2.41 -1.06
O -3.60 -2.22 -1.09
H 3.83 -6.07 0.87
H 3.22 -5.72 -0.77
H 4.74 -4.84 -0.21
H 3.36 -3.78 1.67
H 2.39 -3.34 -1.24
H 3.39 -2.23 -0.23
H 3.40 0.98 1.19
H 4.39 -1.55 1.95
H -0.95 0.49 3.47
H 0.84 0.86 3.29
H -2.57 0.84 1.80
H -3.16 0.11 0.24
H -5.22 -0.10 2.28
H -5.04 -0.87 0.66
H -5.75 -3.95 1.34
H -4.08 -3.27 1.17
H -4.84 -5.32 2.91
H -4.84 -3.84 4.03
H -2.68 -3.69 3.68
H -2.74 -3.54 -3.78
H -2.48 -1.80 -3.32
H -0.07 -3.79 -4.34
H -1.12 -2.67 -5.41
H 1.01 -1.59 -5.01
H 0.91 -1.78 -3.23
Al 0.25 1.43 -1.83
F 1.81 5.30 0.23
B 5.43 7.66 1.13
O 5.47 6.55 0.16
C 5.10 5.45 0.79
O 5.02 4.36 0.29
C 4.81 5.77 2.22
O 4.45 5.00 3.06
O 5.00 7.07 2.42
O 6.76 8.29 1.26
C 6.62 9.58 0.94
O 7.51 10.38 0.93
C 5.20 9.84 0.58
O 4.74 10.89 0.24
O 4.50 8.71 0.70
C -7.46 -3.88 -1.00
O -7.97 -2.82 -0.64
O -7.13 -4.83 -0.21
O -7.15 -4.16 -2.19
Br 1.47 9.48 -2.58
C 0.03 8.99 -1.38
C 0.22 7.59 -0.85
Br -0.25 6.28 -2.17
H -0.90 9.11 -1.93
H 0.07 9.72 -0.58
H -0.49 7.36 0.07
H 1.26 7.37 -0.53
Al -4.88 -4.23 -0.60
Br -2.52 0.72 4.43
Br -1.92 8.04 0.69
Ca -1.82 -4.45 -5.38
C 0.33 -7.62 -2.56
O 0.29 -8.57 -3.47
H 1.18 -7.64 -1.84
H 0.40 -6.56 -2.94
H -0.54 -7.54 -1.88
*
```

Mulliken atomic charge list, values in e, 2 entries: -1.143 -0.440